1.
Below is a cluster of 2 separate species, C3H4F2O in total at a distorted geometry, with properties calculated with the ωB97M-V functional and the def2-TZVPD basis.

Calculated values
**ΔE to the lowest compared entry with this formula, charge and spin**: 44.2 kcal/mol
**Net charge**: 0
**Largest force on an atom**: 5.34 eV Å⁻¹

Last column: Mulliken charge in e.
Element x y z (Å)
1 C -0.295 -1.007 -0.308  0.5065
2 C 0.445 -0.192 0.626  -1.1823
3 C -2.199 -0.167 -0.260  0.2163
4 O -0.051 -1.925 -0.990  -0.4118
5 F -2.024 1.025 -0.763  -0.2340
6 F -2.507 -0.191 0.994  -0.2198
7 H 1.307 -0.638 0.969  0.3787
8 H 0.641 0.717 0.197  0.3531
9 H -0.181 0.014 1.466  0.3689
10 H -3.042 -0.568 -0.803  0.2243

---

2.
Below is a structure of composition C30H24Br4N8O2OsP, with properties calculated with the ωB97M-V functional and the def2-TZVPD basis.

Calculated values
**ΔE to the lowest compared entry with this formula, charge and spin**: 0.0 kcal/mol
**Net charge**: +1
**Spin multiplicity**: 5
**Largest force on an atom**: 0.25 eV Å⁻¹

Last column: Löwdin spin population.
Element x y z (Å)
1 Os 0.101 -0.301 0.115  2.2929
2 C 4.126 -0.999 -1.359  0.0056
3 C 4.406 0.068 -2.213  0.0122
4 C 3.454 1.040 -2.385  0.0037
5 C 2.225 0.971 -1.711  0.0159
6 N 1.953 -0.085 -0.909  0.0563
7 C 2.903 -1.032 -0.746  0.0251
8 N 1.373 2.024 -1.954  0.0279
9 C 0.354 2.318 -1.242  0.0099
10 N -0.136 1.649 -0.125  0.0764
11 C -1.257 2.319 0.353  0.0099
12 N -1.980 2.025 1.365  0.0280
13 C -1.751 0.970 2.217  0.0161
14 C -2.440 1.038 3.438  0.0036
15 C -2.282 0.063 4.389  0.0124
16 C -1.428 -1.005 4.118  0.0056
17 C -0.799 -1.037 2.904  0.0252
18 N -0.947 -0.087 1.954  0.0559
19 C -1.520 3.460 -0.537  0.0044
20 C -2.530 4.402 -0.527  0.0007
21 C -2.521 5.349 -1.544  0.0032
22 C -1.529 5.349 -2.525  0.0033
23 C -0.512 4.402 -2.524  0.0007
24 C -0.533 3.460 -1.514  0.0044
25 H 4.839 -1.791 -1.181  0.0001
26 H 5.354 0.129 -2.730  0.0006
27 H 3.607 1.890 -3.032  0.0001
28 H 2.642 -1.843 -0.081  0.0071
29 H -3.088 1.889 3.584  0.0001
30 H -2.812 0.123 5.330  0.0006
31 H -1.261 -1.799 4.832  0.0001
32 H -0.131 -1.849 2.649  0.0071
33 H -3.296 4.390 0.237  0.0000
34 H -3.298 6.101 -1.581  0.0001
35 H -1.558 6.101 -3.302  0.0001
36 H 0.259 4.390 -3.282  0.0000
37 Br -5.829 1.536 -3.583  0.0305
38 C -4.117 0.907 -3.158  0.0992
39 C -3.093 0.899 -4.166  0.0996
40 Br -3.486 1.514 -5.890  0.0307
41 C -1.828 0.455 -3.874  0.0238
42 Br -0.427 0.432 -5.120  0.0010
43 C -1.507 0.007 -2.564  0.1543
44 O -0.356 -0.395 -2.226  0.3103
45 C -2.549 0.013 -1.540  0.1542
46 O -2.234 -0.385 -0.381  0.3109
47 C -3.850 0.470 -1.886  0.0241
48 Br -5.119 0.468 -0.505  0.0011
49 C 0.836 -5.585 -0.840  0.0004
50 N -0.026 -4.861 -1.769  -0.0009
51 C -1.422 -5.157 -1.448  0.0001
52 N -1.776 -4.862 -0.059  -0.0008
53 C -0.867 -5.587 0.823  0.0004
54 N 0.546 -5.301 0.567  0.0116
55 C 0.896 -3.934 0.926  0.0155
56 P -0.087 -2.719 -0.080  0.0203
57 C 0.239 -3.427 -1.754  -0.0015
58 C -1.767 -3.429 0.207  -0.0015
59 H 1.880 -5.342 -1.050  0.0000
60 H 0.692 -6.654 -1.003  0.0001
61 H -1.591 -6.221 -1.621  -0.0001
62 H -2.074 -4.590 -2.115  0.0002
63 H -1.025 -6.655 0.673  0.0001
64 H -1.101 -5.345 1.862  0.0000
65 H 1.965 -3.783 0.763  0.0003
66 H 0.703 -3.783 1.991  0.0003
67 H 1.275 -3.231 -2.041  0.0001
68 H -0.394 -2.918 -2.482  0.0002
69 H -2.481 -2.919 -0.440  0.0002
70 H -2.077 -3.235 1.237  0.0002